ORCA calculation (ωB97M-V/def2-TZVPD) on one molecule with the formula C4H9NOS.

Summary:
LUMO energy: 0.003 Ha
structure (SMILES): NC(=O)CCCS
relative energy (zero: lowest compared OMol25 entry of this formula, charge and spin): 64.9 kcal/mol
2S+1: 1
largest force on an atom: 3.97 eV/A

```
16
Properties=species:S:1:pos:R:3:mulliken_charge:R:1
N -0.121 2.388 1.529 -0.531
C -0.603 1.681 0.409 0.457
O -1.766 1.370 0.305 -0.545
C 0.486 0.985 -0.366 -0.384
C 1.097 -0.184 0.465 -0.994
C 0.331 -1.491 0.400 -0.420
S 0.076 -2.202 -1.314 -0.389
H -0.795 3.023 1.932 0.272
H 0.241 1.821 2.282 0.221
H 1.350 1.607 -0.555 0.350
H 0.007 0.521 -1.221 0.301
H 1.383 0.209 1.454 0.484
H 2.114 -0.299 0.109 0.372
H -0.635 -1.253 0.837 0.307
H 0.909 -2.227 0.946 0.331
H 0.566 -2.373 -2.575 0.168
```